Entry 1:
Below is a structure of composition C2H4F2O4 at a distorted geometry, with properties calculated with ωB97M-V with the def2-TZVPD basis set.

The HOMO energy is -10.18 eV.

Last column: Mulliken charge in e.
Geometry (Å):
C (-1.576, -0.420, -0.365)  0.408
C (1.801, 0.449, -0.179)  0.358
O (-2.735, -0.231, 0.283)  -0.468
O (1.936, 0.728, 1.094)  -0.374
O (-0.553, -0.545, 0.589)  -0.116
O (0.638, -1.007, 0.049)  -0.450
F (-1.322, 0.853, -1.073)  -0.351
F (2.858, -0.239, -0.694)  -0.218
H (-1.625, -1.270, -1.118)  0.273
H (1.322, 1.221, -0.795)  0.290
H (-2.793, 0.562, 0.695)  0.299
H (2.050, -0.101, 1.512)  0.350

=====

Entry 2:
Below is the ion C4H8N with charge +1 at a distorted geometry, with properties calculated with ωB97M-V with the def2-TZVPD basis set.

As for the total charge: +1. The HOMO energy is -15.00 eV. The SMILES is CC1([NH3+])C=C1.

Last column: Mulliken charge in e.
Geometry (Å):
C (-1.656, 0.099, 0.657)  -0.283
C (-1.666, 0.069, -0.647)  -0.427
C (-0.258, 0.075, 0.030)  0.374
C (0.600, 1.203, -0.009)  -1.358
N (0.449, -1.263, 0.003)  -0.373
H (-2.133, -0.176, 1.575)  0.349
H (-2.305, -0.134, -1.459)  0.375
H (0.015, 2.024, 0.005)  0.386
H (1.370, 1.256, -0.843)  0.358
H (1.080, 1.073, 0.916)  0.397
H (-0.031, -2.130, -0.304)  0.381
H (0.808, -1.485, 1.033)  0.434
H (1.282, -1.319, -0.631)  0.386

=====

Q: Which energy relative to the best compared isomer or geometry (same formula, charge and spin) values were calculated for the entries above? A: 48.8 199.8, in kJ/mol.